[1]
Formula: C60H153N13O4
Source: OMol25
Level of theory: wB97M-V/def2-TZVPD

Atoms and positions in Å:
N  3.370  6.501  5.615
H  2.726  7.129  5.156
H  3.321  5.595  5.170
H  3.132  6.460  6.595
H  4.326  6.822  5.563
N  3.065  -5.240  -4.950
H  2.639  -4.361  -5.208
H  3.810  -5.360  -5.622
H  2.356  -5.954  -4.869
H  3.380  -4.953  -4.035
N  1.385  7.174  -2.991
H  0.819  7.103  -3.825
H  2.350  7.055  -3.266
H  1.109  6.437  -2.358
H  1.197  8.043  -2.512
N  -2.348  7.982  2.027
H  -1.807  8.414  2.762
H  -2.080  7.035  1.802
H  -2.022  8.605  1.303
H  -3.330  8.101  2.234
C  2.648  -0.340  0.785
C  2.592  -1.051  -0.513
C  1.748  -0.323  -1.692
O  1.850  -0.599  -2.895
C  0.968  0.861  -1.311
C  1.163  1.447  -0.110
C  2.010  0.818  1.011
O  2.119  1.353  2.175
O  0.472  2.536  0.027
O  3.017  -2.212  -0.759
H  3.166  -0.859  1.578
H  0.262  1.300  -2.001
C  -2.926  8.858  -8.164
C  -1.744  8.490  -7.179
N  -1.682  7.022  -6.896
C  -2.991  6.541  -6.340
C  -3.491  7.316  -5.086
C  -1.271  6.275  -8.072
C  -0.777  4.876  -7.586
H  -3.863  8.675  -7.640
H  -2.968  8.288  -9.091
H  -2.960  9.907  -8.461
H  -0.830  8.780  -7.697
H  -1.641  9.094  -6.277
H  -3.739  6.589  -7.132
H  -2.893  5.499  -6.037
H  -3.511  8.394  -5.247
H  -4.498  6.982  -4.837
H  -2.806  7.215  -4.245
H  -0.394  6.738  -8.524
H  -2.093  6.211  -8.784
H  -1.573  4.134  -7.648
H  -0.474  4.817  -6.541
H  0.012  4.493  -8.234
C  -11.409  -0.676  -6.621
C  -10.012  -0.140  -6.923
N  -9.163  -0.068  -5.775
C  -7.755  0.173  -6.054
C  -6.800  -0.087  -4.885
C  -9.718  0.758  -4.682
C  -9.641  2.279  -4.827
H  -11.390  -1.583  -6.017
H  -11.992  -0.882  -7.518
H  -12.065  0.059  -6.154
H  -9.600  -0.737  -7.737
H  -10.131  0.842  -7.382
H  -7.456  -0.508  -6.851
H  -7.700  1.147  -6.538
H  -6.977  -1.061  -4.430
H  -5.793  0.066  -5.272
H  -6.862  0.564  -4.012
H  -9.234  0.468  -3.749
H  -10.758  0.569  -4.417
H  -8.655  2.651  -5.107
H  -9.965  2.692  -3.872
H  -10.329  2.656  -5.583
C  -7.154  5.787  1.752
C  -7.749  6.630  2.924
N  -7.087  7.952  3.037
C  -7.557  8.855  1.973
C  -6.818  10.221  1.920
C  -7.335  8.517  4.354
C  -6.483  7.877  5.437
H  -6.070  5.677  1.785
H  -7.391  6.131  0.746
H  -7.613  4.799  1.725
H  -8.836  6.677  2.863
H  -7.639  6.028  3.826
H  -7.360  8.378  1.013
H  -8.639  8.983  1.995
H  -5.732  10.155  1.860
H  -7.128  10.685  0.984
H  -7.137  10.908  2.704
H  -8.397  8.480  4.599
H  -7.172  9.595  4.329
H  -6.810  8.301  6.386
H  -5.448  8.164  5.251
H  -6.581  6.805  5.609
C  -5.556  -1.828  7.311
C  -4.459  -2.019  6.226
N  -4.371  -0.858  5.310
C  -3.328  -1.079  4.328
C  -3.845  -2.099  3.261
C  -4.399  0.442  5.993
C  -3.256  0.634  7.018
H  -5.365  -1.055  8.055
H  -5.779  -2.788  7.775
H  -6.493  -1.520  6.846
H  -3.532  -2.199  6.771
H  -4.710  -2.935  5.692
H  -2.343  -1.348  4.709
H  -3.225  -0.161  3.750
H  -3.209  -2.074  2.375
H  -4.849  -1.860  2.910
H  -3.837  -3.094  3.704
H  -4.314  1.248  5.264
H  -5.350  0.654  6.482
H  -3.402  0.037  7.918
H  -2.316  0.322  6.563
H  -3.127  1.677  7.308
C  -3.085  -7.547  -3.159
C  -1.642  -7.158  -3.462
N  -0.769  -8.181  -4.101
C  -1.257  -8.564  -5.441
C  -0.158  -9.190  -6.228
C  -0.446  -9.413  -3.318
C  -0.020  -9.136  -1.850
H  -3.540  -8.156  -3.940
H  -3.674  -6.642  -3.016
H  -3.174  -8.034  -2.188
H  -1.662  -6.296  -4.128
H  -1.197  -6.847  -2.517
H  -2.091  -9.266  -5.469
H  -1.638  -7.613  -5.813
H  0.113  -10.152  -5.794
H  -0.432  -9.226  -7.283
H  0.732  -8.569  -6.125
H  0.367  -10.035  -3.691
H  -1.347  -10.022  -3.246
H  0.421  -10.029  -1.406
H  -0.871  -8.802  -1.256
H  0.701  -8.320  -1.891
C  -0.679  -5.435  -14.175
C  -0.457  -4.995  -12.779
N  -1.396  -3.944  -12.360
C  -0.904  -3.241  -11.185
C  0.442  -2.525  -11.308
C  -2.764  -4.418  -12.194
C  -3.776  -3.313  -12.289
H  -0.771  -4.563  -14.822
H  -1.558  -6.062  -14.325
H  0.183  -6.038  -14.459
H  -0.557  -5.901  -12.182
H  0.597  -4.742  -12.669
H  -1.560  -2.413  -10.918
H  -0.866  -3.929  -10.340
H  0.287  -1.720  -12.025
H  0.763  -2.082  -10.365
H  1.295  -3.079  -11.701
H  -2.909  -5.093  -11.350
H  -2.978  -5.026  -13.073
H  -3.702  -2.663  -13.161
H  -3.681  -2.673  -11.412
H  -4.754  -3.789  -12.219
C  9.277  -0.679  12.405
C  10.104  0.126  11.433
N  9.321  0.974  10.516
C  10.192  1.819  9.738
C  10.980  2.824  10.647
C  8.540  0.133  9.624
C  7.361  0.900  8.971
H  8.373  -0.185  12.762
H  9.828  -0.966  13.300
H  8.944  -1.631  11.991
H  10.722  0.810  12.014
H  10.734  -0.564  10.872
H  10.919  1.235  9.173
H  9.596  2.394  9.028
H  11.637  3.415  10.008
H  10.312  3.408  11.280
H  11.602  2.258  11.340
H  8.030  -0.591  10.259
H  9.154  -0.355  8.867
H  6.673  1.357  9.682
H  6.701  0.180  8.487
H  7.574  1.668  8.227
C  12.102  -1.946  -0.722
C  11.802  -1.028  0.458
N  11.137  -1.623  1.598
C  9.807  -2.206  1.242
C  9.174  -2.993  2.384
C  11.057  -0.682  2.743
C  10.135  0.512  2.486
H  12.568  -2.857  -0.347
H  12.734  -1.386  -1.412
H  11.263  -2.167  -1.382
H  12.738  -0.626  0.846
H  11.251  -0.146  0.131
H  9.871  -2.957  0.455
H  9.077  -1.437  0.989
H  9.807  -3.803  2.746
H  8.318  -3.472  1.909
H  8.853  -2.368  3.217
H  10.761  -1.195  3.658
H  12.075  -0.339  2.929
H  10.525  1.037  1.614
H  9.095  0.221  2.338
H  10.142  1.249  3.289
C  2.478  -5.651  6.018
C  2.105  -4.958  7.315
N  2.610  -5.638  8.484
C  4.084  -5.893  8.456
C  4.578  -6.877  9.540
C  2.049  -5.026  9.705
C  2.506  -3.603  10.049
H  1.766  -5.306  5.269
H  2.308  -6.726  6.077
H  3.487  -5.418  5.678
H  2.446  -3.923  7.268
H  1.018  -4.940  7.396
H  4.426  -6.301  7.505
H  4.652  -4.962  8.427
H  4.044  -7.826  9.585
H  5.637  -6.944  9.290
H  4.501  -6.532  10.571
H  2.382  -5.659  10.528
H  0.966  -5.147  9.701
H  1.875  -3.176  10.829
H  2.450  -2.892  9.226
H  3.486  -3.682  10.520

Results
M	1121.0	u
charge	+2
ΔE to the lowest compared entry with this formula, charge and spin	1469.57	kJ/mol
E_HOMO	-7.6	eV
F_max	0.099	Eh/bohr
gap between HOMO and LUMO	1.85	eV

[2]
Formula: C10H30K5O14P
Source: OMol25
Level of theory: wB97M-V/def2-TZVPD

Atoms and positions in Å:
K  2.787  -2.832  2.598
K  2.334  0.862  3.036
K  1.265  0.308  -2.919
K  3.849  -0.307  0.092
K  -2.675  0.707  -0.398
P  0.650  -0.077  0.366
O  1.534  1.088  -0.057
O  -0.302  -0.419  -0.776
O  -0.104  0.402  1.645
O  1.577  -1.285  0.766
C  0.571  -3.760  -0.900
C  1.702  -3.450  -1.862
O  1.969  -2.051  -1.661
O  0.993  -3.683  0.437
H  0.074  -4.722  -1.028
H  -0.271  -3.072  -0.971
H  1.601  -3.755  -2.903
H  2.486  -4.081  -1.443
H  1.657  -1.808  -0.786
H  1.215  -2.749  0.449
C  2.595  4.131  0.179
C  1.787  3.900  -1.081
O  2.198  2.764  -1.817
O  2.358  3.154  1.243
H  2.281  5.058  0.659
H  3.635  4.153  -0.146
H  1.744  4.753  -1.759
H  0.726  3.763  -0.873
H  1.990  2.104  -1.152
H  1.913  2.430  0.797
C  -2.489  -2.129  -4.931
C  -1.960  -1.084  -3.970
O  -0.925  -1.576  -3.126
O  -3.391  -3.003  -4.281
H  -1.695  -2.708  -5.402
H  -3.058  -1.626  -5.713
H  -2.858  -0.954  -3.366
H  -1.712  -0.120  -4.414
H  -0.889  -1.097  -2.295
H  -3.082  -3.089  -3.376
C  -0.896  3.731  1.174
C  -1.267  3.326  2.706
O  -0.333  2.369  3.371
O  -0.889  2.603  0.351
H  0.037  4.285  1.083
H  -1.676  4.346  0.725
H  -2.248  2.861  2.796
H  -1.227  4.209  3.344
H  -0.411  1.573  2.840
H  -0.196  2.024  0.680
C  -2.031  -1.974  2.819
C  -0.991  -1.763  4.038
O  0.235  -1.399  3.505
O  -2.267  -0.576  2.366
H  -2.929  -2.571  2.981
H  -1.462  -2.488  2.044
H  -0.842  -2.744  4.490
H  -1.349  -1.017  4.748
H  0.062  -0.751  2.818
H  -1.399  -0.181  2.257

Results
M	600.8	u
charge	+2
ΔE to the lowest compared entry with this formula, charge and spin	0.00	kJ/mol
E_HOMO	-14.4	eV
F_max	0.063	Eh/bohr
gap between HOMO and LUMO	7.55	eV

[3]
Formula: H14O7
Source: OMol25
Level of theory: wB97M-V/def2-TZVPD

Atoms and positions in Å:
O  5.083  -3.367  -1.884
H  4.300  -3.434  -2.430
H  4.890  -2.656  -1.273
O  0.922  -3.328  -4.363
H  0.192  -2.740  -4.166
H  1.094  -3.192  -5.295
O  -1.249  3.808  4.218
H  -1.383  4.634  4.684
H  -0.969  3.193  4.896
O  -4.191  -1.452  -2.080
H  -4.934  -1.478  -1.478
H  -3.422  -1.406  -1.511
O  -0.286  -0.728  0.337
H  -0.517  -0.133  1.051
H  0.597  -1.029  0.551
O  -4.365  4.599  0.905
H  -3.641  4.257  1.429
H  -5.152  4.333  1.380
O  4.193  -0.231  1.438
H  4.858  -0.352  2.116
H  3.983  0.703  1.473

Results
M	126.1	u
structure (SMILES)	O.O.O.O.O.O.O
ΔE to the lowest compared entry with this formula, charge and spin	212.46	kJ/mol
E_HOMO	-11.2	eV
F_max	0.006	Eh/bohr
gap between HOMO and LUMO	11.46	eV

[4]
Formula: C11H13N3O
Source: OMol25
Level of theory: wB97M-V/def2-TZVPD

Atoms and positions in Å:
C  -2.760  -1.835  -0.664
C  -2.440  -0.533  0.036
C  -3.477  0.503  -0.070
N  -3.144  1.803  0.219
O  -4.545  0.156  -0.534
C  -1.596  -0.599  1.345
C  -0.875  -0.006  0.107
N  -0.388  1.359  0.282
N  0.780  1.762  0.245
C  1.936  0.935  0.037
C  2.816  1.266  -0.977
C  4.023  0.642  -1.092
C  4.374  -0.385  -0.232
C  3.422  -0.858  0.643
C  2.199  -0.201  0.789
H  -2.852  -1.546  -1.686
H  -3.646  -2.315  -0.385
H  -2.116  -2.669  -0.665
H  -2.163  2.160  0.254
H  -3.802  2.502  -0.209
H  -1.293  -1.470  1.795
H  -1.990  -0.045  2.190
H  -0.113  -0.456  -0.528
H  2.613  2.103  -1.639
H  4.826  0.775  -1.892
H  5.320  -0.705  -0.356
H  3.436  -1.716  1.382
H  1.453  -0.627  1.605

Results
M	203.2	u
structure (SMILES)	C[C@@]1(C(N)=O)C[C@@H]1/N=N\c1ccccc1
ΔE to the lowest compared entry with this formula, charge and spin	376.42	kJ/mol
E_HOMO	-8.7	eV
F_max	0.084	Eh/bohr
gap between HOMO and LUMO	8.83	eV

[5]
Formula: C33H39FN4P2Pt
Source: OMol25
Level of theory: wB97M-V/def2-TZVPD

Atoms and positions in Å:
Pt  -0.802  -1.790  0.894
C  0.094  3.355  3.811
C  -0.852  2.712  3.130
C  -0.962  2.311  1.657
C  0.213  1.598  0.881
C  1.633  1.787  1.291
C  2.212  2.946  1.613
C  1.436  4.210  1.807
C  1.010  4.421  3.272
C  0.825  -2.832  1.651
H  0.114  3.235  4.899
H  -1.671  2.263  3.692
H  -1.336  3.151  1.083
H  -1.790  1.583  1.611
H  0.014  0.488  0.985
H  0.030  1.839  -0.177
H  2.193  0.853  1.375
H  3.290  2.979  1.754
H  0.560  4.187  1.152
H  2.068  5.062  1.551
H  1.884  4.496  3.945
H  0.448  5.366  3.334
H  0.622  -3.197  2.656
H  1.397  -1.896  1.706
H  1.294  -3.559  0.981
P  1.491  -1.472  -0.705
P  -2.006  -0.809  -0.749
N  2.936  -0.280  -1.324
N  2.078  -2.663  -1.978
N  -1.910  0.976  -1.722
N  -3.630  -1.150  -1.799
C  0.374  -0.766  -1.892
C  -0.907  -1.605  -1.949
C  4.108  -0.162  -0.596
C  5.009  0.664  -1.290
C  4.362  1.039  -2.505
C  3.096  0.450  -2.492
C  2.564  -3.903  -1.597
C  3.110  -4.528  -2.706
C  2.997  -3.627  -3.801
C  2.369  -2.487  -3.337
C  -2.534  2.158  -1.309
C  -2.551  3.093  -2.355
C  -1.943  2.472  -3.479
C  -1.601  1.172  -3.075
C  -4.354  -0.443  -2.755
C  -5.227  -1.302  -3.423
C  -5.050  -2.602  -2.849
C  -4.058  -2.468  -1.862
H  0.798  -0.724  -2.892
H  0.256  0.257  -1.519
H  -1.385  -1.513  -2.922
H  -0.693  -2.663  -1.678
H  4.211  -0.680  0.344
H  5.993  0.926  -0.963
H  4.759  1.641  -3.308
H  2.337  0.494  -3.262
H  2.480  -4.196  -0.554
H  3.546  -5.518  -2.717
H  3.338  -3.762  -4.831
H  2.131  -1.562  -3.865
H  -2.880  2.312  -0.300
H  -2.991  4.092  -2.328
H  -1.796  2.866  -4.472
H  -1.083  0.440  -3.662
H  -4.238  0.621  -2.882
H  -5.898  -1.017  -4.218
H  -5.573  -3.496  -3.100
H  -3.660  -3.197  -1.182
F  -1.374  -0.658  7.114
C  -1.237  -0.958  5.780
C  -0.121  -0.442  5.115
C  -0.017  -0.689  3.725
C  -0.956  -1.446  3.017
C  -2.034  -1.968  3.731
C  -2.180  -1.723  5.124
H  0.613  0.153  5.617
H  0.816  -0.250  3.187
H  -2.781  -2.547  3.211
H  -3.028  -2.115  5.688

Results
<S²>	2.023
M	767.7	u
ΔE to the lowest compared entry with this formula, charge and spin	427.64	kJ/mol
E_HOMO (spin up / spin down)	-5.8 / -7.5	eV
multiplicity	3
F_max	0.101	Eh/bohr
gap between HOMO and LUMO (spin up / spin down)	5.30 / 2.82	eV

[6]
Formula: H18O9
Source: OMol25
Level of theory: wB97M-V/def2-TZVPD

Atoms and positions in Å:
O  0.414  0.873  -0.178
H  0.940  1.455  0.381
H  -0.497  1.105  0.033
O  -1.300  -0.998  2.498
H  -2.072  -1.137  1.937
H  -0.596  -1.483  2.052
O  3.711  -1.855  3.408
H  4.603  -1.817  3.044
H  3.144  -1.615  2.667
O  4.009  0.320  -2.921
H  3.731  -0.386  -2.327
H  3.383  0.272  -3.652
O  3.555  4.583  0.292
H  3.456  3.931  0.995
H  4.507  4.627  0.146
O  -5.451  0.912  -1.034
H  -5.511  1.873  -0.985
H  -4.621  0.753  -1.499
O  1.602  -3.681  -1.901
H  2.544  -3.527  -2.030
H  1.185  -2.878  -2.235
O  -2.521  -1.156  -0.800
H  -1.942  -1.832  -1.169
H  -3.104  -0.922  -1.531
O  -4.026  0.930  0.881
H  -4.354  0.764  1.772
H  -4.748  1.400  0.449

Results
M	162.1	u
structure (SMILES)	O.O.O.O.O.O.O.O.O
ΔE to the lowest compared entry with this formula, charge and spin	351.56	kJ/mol
E_HOMO	-10.8	eV
F_max	0.030	Eh/bohr
gap between HOMO and LUMO	10.73	eV

[7]
Formula: C6H13NO
Source: OMol25
Level of theory: wB97M-V/def2-TZVPD

Atoms and positions in Å:
C  -2.073  -1.864  0.411
C  -0.808  -1.394  0.488
C  -0.309  -0.067  0.171
C  -0.492  0.689  -0.926
N  -1.438  0.376  -1.902
C  0.612  0.334  1.346
C  0.995  1.806  1.419
H  -2.301  -2.879  0.676
H  -2.814  -1.144  0.062
H  -0.054  -2.052  0.892
H  0.042  1.603  -1.082
H  -2.129  -0.303  -1.651
H  -1.708  1.121  -2.514
H  0.141  0.200  2.332
H  1.434  -0.364  1.501
H  1.890  1.939  0.808
H  1.033  2.349  2.353
H  0.271  2.479  0.919
O  2.734  -0.250  -0.879
H  2.757  -0.254  0.078
H  1.831  -0.456  -1.158

Results
M	115.2	u
structure (SMILES)	C=C/C(=C\N)CC.O
ΔE to the lowest compared entry with this formula, charge and spin	236.00	kJ/mol
E_HOMO	-8.0	eV
F_max	0.045	Eh/bohr
gap between HOMO and LUMO	8.87	eV

no.,E_tot (eV)
1,-92234.1999
2,-130430.1390
3,-14559.2594
4,-18131.8956
5,-65346.1510
6,-18718.4918
7,-9968.7283